DFT (wB97M-V/def2-TZVPD) results for 3 unconnected molecules or ions with the total composition C32H55F2N2O3Si in a non-equilibrium geometry.

Summary:
DFT total energy in Eh: -2076.47342
Net charge: +1
HOMO energy in eV: -11.21
Spin multiplicity: 1
LUMO level in Ha: -0.1660
Frontier orbital gap in eV: 6.7

Each line ends with the Mulliken charge.
Positions of all 95 atoms, in Å:
C1 -1.470 3.993 6.773  -0.9536
C2 -1.747 5.082 5.660  -0.2219
O1 -2.464 4.563 4.509  -0.3592
C3 -1.633 3.546 3.957  -1.1616
C4 -1.923 3.294 2.428  0.1753
N1 -1.155 3.810 1.412  0.1005
C5 -1.413 3.576 0.075  -0.7026
C6 -2.528 2.712 -0.345  -0.3912
C7 -3.389 2.119 0.706  0.7326
C8 -4.587 1.171 0.327  -0.6495
O2 -5.702 1.552 0.197  -0.3942
O3 -4.189 -0.177 0.100  -0.1341
C9 -4.841 -1.070 0.975  1.0851
F1 -5.224 -0.476 2.186  -0.2673
F2 -6.059 -1.410 0.352  -0.3458
C10 -4.081 -2.421 1.216  -1.3147
C11 -2.521 -2.383 0.922  0.2948
Si1 -1.453 -2.184 2.520  -0.4942
C12 -1.328 -3.857 3.455  -0.9953
C13 -2.182 -0.854 3.676  -0.5781
C14 0.261 -1.540 1.955  0.4749
C15 0.889 -0.472 2.764  -0.1426
C16 2.190 0.148 2.419  -0.7665
C17 2.884 -0.327 1.207  -0.3919
C18 2.266 -1.428 0.404  -0.4066
C19 0.972 -2.041 0.750  -0.3263
C20 -3.097 2.435 2.139  0.6943
N2 -3.943 1.905 3.134  -0.2000
H1 -2.326 3.252 6.801  0.2532
H2 -1.309 4.428 7.792  0.3735
H3 -0.554 3.366 6.550  0.2465
H4 -0.765 5.541 5.340  0.2909
H5 -2.355 5.890 6.160  0.3472
H6 -0.533 3.726 4.114  0.5566
H7 -1.854 2.551 4.455  0.2481
H8 -0.350 4.413 1.610  0.3132
H9 -0.768 4.052 -0.704  0.3890
H10 -2.718 2.506 -1.430  0.5160
H11 -4.198 -2.655 2.318  0.5325
H12 -4.582 -3.272 0.682  0.4016
H13 -2.212 -1.671 0.116  -0.2569
H14 -2.250 -3.418 0.544  0.3640
H15 -0.723 -3.780 4.396  0.3243
H16 -0.919 -4.666 2.789  0.3256
H17 -2.377 -4.182 3.734  0.3189
H18 -1.521 -0.741 4.587  0.4614
H19 -3.230 -1.147 3.935  0.3923
H20 -2.108 0.127 3.130  -0.1436
H21 0.386 -0.060 3.673  0.1982
H22 2.625 0.973 3.036  0.3760
H23 3.862 0.098 0.883  0.3622
H24 2.788 -1.777 -0.518  0.3762
H25 0.497 -2.854 0.153  0.3298
H26 -4.906 1.895 2.774  0.4026
H27 -3.899 2.424 4.013  0.2340
C21 3.792 1.545 -3.630  -1.4890
C22 3.991 0.228 -2.892  0.4590
C23 5.227 0.202 -2.004  -0.6655
C24 6.563 0.382 -2.730  -0.9922
C25 6.846 -0.645 -3.826  -0.3805
C26 6.938 -2.073 -3.301  -1.1494
H28 4.619 1.760 -4.310  0.3258
H29 2.877 1.511 -4.226  0.4094
H30 3.703 2.376 -2.925  0.3377
H31 4.027 -0.592 -3.616  0.1420
H32 3.116 0.049 -2.258  0.0321
H33 5.231 -0.739 -1.444  0.2958
H34 5.137 0.999 -1.256  0.3610
H35 7.367 0.341 -1.987  0.4122
H36 6.609 1.384 -3.166  0.3539
H37 7.795 -0.388 -4.306  0.3940
H38 6.083 -0.591 -4.609  0.2387
H39 7.731 -2.161 -2.554  0.3003
H40 7.165 -2.762 -4.117  0.3786
H41 6.000 -2.399 -2.847  0.2388
C27 1.245 -2.775 -4.250  -0.9358
C28 -0.251 -2.889 -4.521  -0.4004
C29 -0.892 -1.557 -4.916  -0.8735
C30 -0.821 -0.465 -3.847  -0.6446
C31 -1.452 -0.833 -2.505  0.4250
C32 -2.950 -1.111 -2.597  -0.8143
H42 1.458 -2.101 -3.416  0.0067
H43 1.659 -3.753 -3.995  0.4379
H44 1.773 -2.406 -5.133  0.3147
H45 -0.752 -3.309 -3.643  0.2216
H46 -0.406 -3.604 -5.333  0.3970
H47 -1.936 -1.737 -5.188  0.3041
H48 -0.406 -1.186 -5.824  0.4640
H49 -1.312 0.434 -4.238  0.4179
H50 0.224 -0.185 -3.680  0.0205
H51 -1.295 -0.001 -1.807  0.2753
H52 -0.945 -1.699 -2.067  -0.0132
H53 -3.483 -0.238 -2.982  0.2687
H54 -3.347 -1.343 -1.612  -0.1319
H55 -3.165 -1.961 -3.248  0.3643